[1]
Molecular formula: C15H15ClMoN2O3S
Method: DFT, ωB97M-V with the def2-TZVPD basis set

Calculated values
* charge: +2
* gap between HOMO and LUMO (spin up / spin down): 6.9 / 7.1 eV
* maximum force: 0.012 hartree/bohr
* E: -1841.9089 hartree
* energy above the lowest of the compared OMol25 structures with the same formula, charge and spin: 1.6 kcal/mol
* E_HOMO (spin up / spin down): -14.49 / -14.52 eV
* multiplicity: 3

Cartesian coordinates (Å):
Mo -0.022801 0.261762 0.408441
N 3.725426 1.890378 -0.427591
C 2.507336 1.657371 -0.001450
O 1.979824 0.513668 -0.182428
C 1.707625 2.694011 0.734889
C 0.233009 2.341383 0.551859
H 4.230857 1.173793 -0.929439
H 4.159499 2.792352 -0.309090
H 1.970679 3.704059 0.416516
H 1.992286 2.609216 1.789216
H -0.109135 2.665502 -0.444457
H -0.406024 2.820235 1.295004
Cl -5.514155 -4.546534 -0.646510
C -4.422869 -3.245919 -0.391717
C -4.897915 -2.017829 0.081567
C -4.039660 -0.955391 0.283053
C -2.680356 -1.101784 0.029100
O -1.871959 -0.044787 0.206436
C -2.188733 -2.337630 -0.440748
C -0.812160 -2.537155 -0.754521
O 0.102567 -1.710383 -0.581195
C -3.084385 -3.401543 -0.660128
H -5.955512 -1.902406 0.278342
H -4.412728 -0.001075 0.629124
H -0.536501 -3.505465 -1.187083
H -2.716920 -4.343696 -1.047385
S 0.427656 0.047746 2.685843
C 0.523517 -1.705017 2.841980
N 1.749145 -2.273476 2.869743
C 1.957616 -3.589711 3.054411
C 0.886020 -4.430204 3.224727
C -0.395432 -3.887425 3.205838
C -0.579264 -2.525181 3.013056
H 2.550177 -1.661276 2.759944
H 2.987244 -3.917385 3.065076
H 1.052552 -5.485521 3.381584
H -1.255352 -4.528102 3.352842
H -1.565771 -2.083882 3.016650

Atoms 1-2, force components in eV/Å:
Mo -0.0036 -0.4548 0.1993
N -0.0750 -0.0674 -0.0394

Results of the Mulliken charge analysis, in e, for atoms 1 through 2:
1 Mo 1.147
2 N -0.326

***

[2]
Molecular formula: C15H15CsN3OS
Method: DFT, ωB97M-V with the def2-TZVPD basis set

Calculated values
* charge: -1
* gap between HOMO and LUMO: 5.5 eV
* maximum force: 0.053 hartree/bohr
* E: -1238.4862 hartree
* energy above the lowest of the compared OMol25 structures with the same formula, charge and spin: 10.3 kcal/mol
* E_HOMO: -3.45 eV

Cartesian coordinates (Å):
Cs 0.844709 0.182606 -0.927518
N -2.549008 2.344298 -4.101904
C -1.746357 1.599578 -3.229964
S -0.207915 2.316510 -2.947777
N -2.313766 0.536806 -2.778857
N -1.646839 -0.283781 -1.895857
C -2.424024 -1.183112 -1.407960
C -2.162917 -2.287746 -0.518048
C -3.149595 -3.284971 -0.508016
C -3.064052 -4.428651 0.259049
C -1.951926 -4.595531 1.082108
C -0.977393 -3.630508 1.129791
C -1.021681 -2.430440 0.357663
O -0.105561 -1.556818 0.464362
H -2.013930 2.903195 -4.745560
H -3.298876 1.810543 -4.519150
H -3.468483 -1.155523 -1.745897
H -4.018100 -3.150196 -1.145331
H -3.843013 -5.180820 0.226615
H -1.859157 -5.486851 1.694619
H -0.122452 -3.750642 1.786522
C 4.257307 0.566658 2.225556
C 3.243267 1.597443 1.809060
C 1.996553 1.663274 2.422331
C 1.042694 2.575249 1.994886
C 1.316770 3.430467 0.938547
C 2.557752 3.378953 0.323252
C 3.514053 2.474138 0.761830
H 5.272108 0.922418 2.048711
H 4.111720 -0.347726 1.645525
H 4.150120 0.311762 3.279210
H 1.760340 0.980277 3.229423
H 0.069796 2.593512 2.469875
H 0.557238 4.106590 0.569473
H 2.770027 4.025259 -0.518421
H 4.480592 2.433782 0.271852

Atoms 1-2, force components in eV/Å:
Cs 2.4087 1.2368 -0.2331
N -0.2592 -0.0696 -0.0811

Results of the Mulliken charge analysis, in e, for atoms 1 through 2:
1 Cs 1.054
2 N -0.513

***

[3]
Molecular formula: C15H15InN3P
Method: DFT, ωB97M-V with the def2-TZVPD basis set

Calculated values
* gap between HOMO and LUMO: 4.5 eV
* maximum force: 0.059 hartree/bohr
* E: -1276.1542 hartree
* energy above the lowest of the compared OMol25 structures with the same formula, charge and spin: 0.0 kcal/mol
* E_HOMO: -5.64 eV

Cartesian coordinates (Å):
C -4.974530 0.675579 -1.504514
C -4.518694 -0.476479 -2.146888
C -4.329242 -1.501059 -1.165419
C -4.715786 -0.955571 0.113915
C -5.138719 0.385551 -0.102982
In -1.294020 1.248438 -2.040226
P -2.004524 3.409938 -1.014039
H -5.278964 1.590062 -1.997977
H -4.209369 -0.538888 -3.203811
H -3.694792 -2.402420 -1.304509
H -5.497839 1.097319 0.654758
H -4.529230 -1.418179 1.097100
H -2.832451 3.684104 0.135883
H -2.575245 4.148148 -2.152578
H -0.612822 3.747989 -0.823393
N 7.677089 -2.683717 0.979030
C 6.605858 -2.214913 0.865359
C 5.284240 -1.627587 0.796747
C 4.462235 -1.865893 -0.317084
C 3.167995 -1.360741 -0.374293
C 2.700381 -0.591409 0.699451
C 3.508868 -0.330164 1.819002
C 4.797035 -0.859278 1.857589
N 1.401804 -0.070165 0.667090
C 0.789963 0.780362 1.595527
C -0.484117 0.995221 1.186628
N -0.653543 0.322935 -0.018484
C 0.451511 -0.394104 -0.248027
H 4.835040 -2.450201 -1.148153
H 2.528763 -1.523626 -1.233493
H 3.110275 0.286081 2.626214
H 5.460767 -0.695027 2.688222
H 1.340063 1.149525 2.446660
H -1.329432 1.559720 1.608767
H 0.551430 -1.121553 -1.042070

Atoms 1-2, force components in eV/Å:
C -0.3701 0.5835 1.3391
C 1.4722 -1.0276 -0.1696

Results of the Mulliken charge analysis, in e, for atoms 1 through 2:
1 C -0.609
2 C -0.707

***

[4]
Molecular formula: C15H15N2O8ReS2
Method: DFT, ωB97M-V with the def2-TZVPD basis set

Calculated values
* charge: +1
* gap between HOMO and LUMO (spin up / spin down): 7.5 / 7.3 eV
* maximum force: 0.004 hartree/bohr
* E: -2166.4424 hartree
* energy above the lowest of the compared OMol25 structures with the same formula, charge and spin: 24.4 kcal/mol
* E_HOMO (spin up / spin down): -12.15 / -12.41 eV
* multiplicity: 2

Cartesian coordinates (Å):
Re 2.086287 0.021646 1.386633
O -3.680345 -0.692999 1.384300
C -3.106881 -1.500238 0.503488
O -3.721728 -2.125081 -0.313451
C -1.613604 -1.598213 0.530572
C -0.893857 -2.459643 -0.280355
N 0.409998 -2.195712 -0.107393
N 0.575976 -1.220213 0.797167
C -0.641117 -0.857002 1.200202
C -0.644851 0.244064 2.208134
O -1.652050 0.655486 2.720548
O 0.575045 0.723130 2.433093
H -3.039653 -0.238732 1.973340
H -1.246333 -3.225280 -0.951989
H 1.209685 -2.692536 -0.472708
O 5.942310 -3.501239 2.895710
S 4.706267 -4.066246 3.302170
O 4.299631 -4.001580 4.658444
O 3.857619 -4.671106 2.335520
S 3.527414 -0.891840 2.538393
C -3.339260 2.272127 -0.665787
C -1.913656 1.910260 -0.950927
C -1.588910 1.007683 -1.965579
C -0.280347 0.645948 -2.229457
C 0.031409 -0.318397 -3.344457
C 0.733872 1.175208 -1.402291
C 2.063194 0.606361 -1.526442
O 2.716563 0.222853 -0.537349
C 0.446548 2.145656 -0.421698
C 1.511473 2.944088 0.297244
C -0.881458 2.488043 -0.215753
H -4.002804 1.942713 -1.462851
H -3.449431 3.348570 -0.537847
H -3.673622 1.798464 0.259547
H -2.383367 0.580957 -2.566722
H -0.881743 -0.611299 -3.857564
H 0.515303 -1.230058 -2.987559
H 0.692904 0.134625 -4.085771
H 2.526848 0.429458 -2.498497
H 2.531442 2.648741 0.051667
H 1.374058 2.913918 1.380992
H 1.418421 3.990797 0.003049
H -1.117250 3.246620 0.522233

Atoms 1-2, force components in eV/Å:
Re 0.0605 -0.0378 -0.0457
O 0.0068 0.0301 0.0001

Results of the Mulliken charge analysis, in e, for atoms 1 through 2:
1 Re 1.040
2 O -0.544

***

[5]
Molecular formula: C15H15N3
Method: DFT, ωB97M-V with the def2-TZVPD basis set

Calculated values
* SMILES: c1ccncc1.c1ccncc1.c1ccncc1
* gap between HOMO and LUMO: 8.9 eV
* maximum force: 0.068 hartree/bohr
* E: -744.6727 hartree
* energy above the lowest of the compared OMol25 structures with the same formula, charge and spin: 139.0 kcal/mol
* E_HOMO: -8.69 eV

Cartesian coordinates (Å):
N -19.061337 5.130761 3.690295
C -19.708530 6.072618 3.004049
C -20.228036 7.137155 3.684821
C -20.293394 7.189034 5.078307
C -19.574795 6.224715 5.739408
C -18.999584 5.183719 5.057189
H -19.474730 6.024512 1.950758
H -20.670213 7.949092 3.126574
H -20.527786 8.114819 5.582661
H -19.396754 6.208651 6.804512
H -18.306063 4.588295 5.632420
N -20.220123 1.073557 6.186343
C -18.972044 1.522521 6.336662
C -18.433268 2.528494 5.472249
C -19.223462 2.920374 4.393246
C -20.497761 2.497449 4.260813
C -20.998203 1.625805 5.205348
H -18.521277 1.040878 7.191785
H -17.492986 3.006680 5.703791
H -18.749412 3.587542 3.688579
H -21.083012 2.846589 3.422971
H -22.020147 1.282361 5.141491
N -21.653434 5.082700 0.450112
C -22.007185 6.168194 1.166515
C -21.291978 7.335318 1.407818
C -20.125576 7.508445 0.692443
C -19.760480 6.510498 -0.232896
C -20.493920 5.274198 -0.231769
H -22.969311 6.013418 1.632084
H -21.474978 8.125187 2.121265
H -19.467723 8.361547 0.768883
H -18.859984 6.605313 -0.821572
H -20.177208 4.424257 -0.818021

Atoms 1-2, force components in eV/Å:
N 0.5914 2.2653 0.9489
C 2.3613 -1.2227 1.6300

Results of the Mulliken charge analysis, in e, for atoms 1 through 2:
1 N -0.373
2 C -0.523

***

[6]
Molecular formula: C15H15N3O2
Method: DFT, ωB97M-V with the def2-TZVPD basis set

Calculated values
* SMILES: COCCNc1oc(/C=C/c2ccccc2)nc1C#N
* gap between HOMO and LUMO: 7.6 eV
* maximum force: 0.033 hartree/bohr
* E: -895.3015 hartree
* energy above the lowest of the compared OMol25 structures with the same formula, charge and spin: 51.3 kcal/mol
* E_HOMO: -7.67 eV

Cartesian coordinates (Å):
C 5.029387 2.673352 -1.294703
H 4.572783 1.919244 -1.944354
O 4.577537 2.572717 0.036438
C 4.973691 1.400246 0.707287
C 4.136792 0.180626 0.305480
N 2.745797 0.507278 0.518883
C 1.752154 -0.357165 0.239568
C 1.740155 -1.726844 -0.009710
C 2.828269 -2.597387 -0.107708
N 3.737083 -3.295293 -0.192346
N 0.434295 -2.113940 -0.163594
C -0.282883 -1.046376 -0.014354
C -1.704545 -0.968587 -0.089356
C -2.391887 0.174639 0.078613
C -3.828496 0.335781 0.017977
C -4.372415 1.607870 0.225001
C -5.736513 1.815472 0.178214
C -6.591795 0.755939 -0.077223
C -6.069379 -0.511231 -0.284977
C -4.705970 -0.722210 -0.238738
H -4.317577 -1.715070 -0.403211
H -6.732846 -1.340085 -0.484702
H -7.659060 0.915925 -0.114290
H -6.136351 2.805764 0.341240
H -3.710072 2.438500 0.425003
H -1.831941 1.079331 0.281716
H -2.178560 -1.915222 -0.293539
O 0.481437 0.078421 0.234930
H 2.525247 1.493390 0.468567
H 4.411907 -0.677533 0.923761
H 4.325128 -0.087963 -0.742997
H 6.036568 1.188233 0.534392
H 4.818278 1.610414 1.768600
H 6.119075 2.573835 -1.347866
H 4.739401 3.663936 -1.639175

Atoms 1-2, force components in eV/Å:
C -0.0028 -0.0036 -0.1056
H 0.0145 0.0212 -0.0070

Results of the Mulliken charge analysis, in e, for atoms 1 through 2:
1 C -0.660
2 H 0.267